No. 1
# C4H10N2OS

An isolated ion of composition C4H10N2OS and charge -1 (ωB97M-V/def2-TZVPD, OMol25).

Each line ends with the Mulliken charge.
Atoms and positions in Å:
O (2.57695, 1.32896, 0.86198)  -0.720
C (1.77709, 0.77707, 0.01864)  -0.627
C (0.42313, 0.19715, 0.43305)  0.438
C (-0.17503, 0.65034, 1.73793)  -0.805
S (-0.15269, -0.54846, 3.19124)  -0.342
N (-0.53984, 0.70043, -0.62240)  -0.673
C (-1.35936, -0.31056, -1.24253)  -0.594
N (-0.59018, -1.37357, -1.92838)  -0.554
H (2.14308, 0.49980, -0.99210)  0.246
H (0.49749, -0.90457, 0.37830)  0.304
H (-1.22290, 0.90752, 1.66038)  0.372
H (0.37064, 1.49330, 2.16454)  0.355
H (1.04659, -1.16055, 2.97091)  0.118
H (-0.02776, 1.23565, -1.31547)  0.481
H (-1.90727, -0.83377, -0.44391)  0.251
H (-2.08635, 0.12808, -1.93995)  0.353
H (0.28419, -0.95376, -2.22907)  0.194
H (-1.05778, -1.83307, -2.70317)  0.202

## Properties
2S+1: 2
Electronic energy (Ha): -741.28739
Energy relative to the best compared isomer or geometry (same formula, charge and spin) (kJ/mol): 205.6
LUMO (spin up / spin down) (eV): 3.43 / 3.43
Gap between HOMO and LUMO (spin up / spin down) (eV): 3.54 / 6.95
Maximum force (eV/Å): 2.17
Net charge: -1


No. 2
# C7H13BO2P

An isolated ion of composition C7H13BO2P and charge -1 (ωB97M-V/def2-TZVPD, OMol25).

Each line ends with the Mulliken charge.
Atoms and positions in Å:
C (0.33240, 0.20411, 3.53283)  -0.033
C (0.16336, 0.24440, 2.31733)  -0.504
B (-0.04290, 0.06441, 0.69460)  -0.115
C (-1.10416, -1.16999, 0.49720)  -0.869
C (-1.95762, -1.12116, -0.84089)  -0.300
C (-2.51765, 0.28950, -1.19844)  0.498
O (-2.06668, 0.86351, -2.17263)  -0.544
O (-3.50547, 0.96166, -0.46420)  -0.554
P (1.74788, -0.34615, 0.02394)  0.049
C (2.79002, 1.21992, 0.36867)  -0.934
C (1.71599, -0.57355, -1.85682)  -0.873
H (0.50614, 0.60326, 4.55763)  0.322
H (-0.42664, 1.13144, 0.30497)  -0.184
H (-1.77334, -1.28207, 1.40507)  0.278
H (-0.50838, -2.13948, 0.45105)  0.264
H (-1.44150, -1.58017, -1.73373)  0.264
H (-2.86493, -1.78811, -0.66399)  0.365
H (-3.09163, 1.70519, 0.02094)  0.374
H (3.17893, 1.68589, -0.59045)  0.263
H (3.65959, 0.98351, 1.05431)  0.272
H (2.14413, 1.97635, 0.91100)  0.250
H (0.63567, -0.48262, -2.18315)  0.171
H (2.38241, 0.17734, -2.36551)  0.286
H (2.04438, -1.62717, -2.06975)  0.254

## Properties
Electronic energy (Ha): -791.18064
Energy relative to the best compared isomer or geometry (same formula, charge and spin) (kJ/mol): 95.0
LUMO (eV): 3.44
Gap between HOMO and LUMO (eV): 6.78
Maximum force (eV/Å): 2.43
Net charge: -1


No. 3
# C3H3NOS

One molecule with the formula C3H3NOS (ωB97M-V/def2-TZVPD, OMol25).

Each line ends with the Mulliken charge.
Atoms and positions in Å:
C (1.04949, 0.06362, -2.45454)  0.086
C (-0.07954, 0.59499, -1.10777)  0.499
C (-0.48641, -0.25468, 1.66564)  -0.770
N (1.88130, -0.47589, -2.99950)  -0.336
O (-0.81265, 1.51669, -1.08353)  -0.397
S (0.26493, -0.66172, 0.07117)  0.023
H (-0.24399, 0.74374, 1.97207)  0.302
H (-0.00945, -1.04930, 2.22077)  0.294
H (-1.56368, -0.47745, 1.71568)  0.298

## Properties
SMILES: CSC(=O)C#N
Electronic energy (Ha): -644.23108
Energy relative to the best compared isomer or geometry (same formula, charge and spin) (kJ/mol): 146.6
LUMO (eV): 0.11
Gap between HOMO and LUMO (eV): 10.75
Maximum force (eV/Å): 5.84


No. 4
# C15H13BNO6PdSSe4

C15H13BNO6PdSSe4 as an isolated structure (ωB97M-V/def2-TZVPD, OMol25).

Each line ends with the Mulliken charge.
Atoms and positions in Å:
Pd (-0.52283, 0.73099, 0.58962)  -0.270
C (-5.93154, 4.06274, -5.25587)  -1.430
C (-4.95809, 3.42811, -4.29248)  1.043
C (-3.77568, 2.85038, -4.74285)  -0.718
C (-2.86772, 2.28099, -3.85900)  -0.420
C (-3.15105, 2.28922, -2.49837)  -0.360
C (-4.33072, 2.86020, -2.02309)  -0.427
C (-5.22027, 3.42491, -2.92349)  -0.791
S (-2.03060, 1.60786, -1.32178)  1.811
O (-1.09659, 2.66935, -0.98496)  -0.722
O (-2.88265, 1.12558, -0.24326)  -0.571
N (-1.24653, 0.47594, -2.12424)  -0.435
C (-1.89300, -0.69933, -2.34392)  -0.498
C (-1.16620, -2.19022, -1.50483)  0.595
O (-1.80466, -3.11825, -1.96820)  -0.585
O (-0.23526, -1.91084, -0.79915)  -0.506
H (-5.74804, 3.73193, -6.27920)  0.348
H (-5.84868, 5.15265, -5.24164)  0.293
H (-6.96268, 3.81354, -4.99739)  0.348
H (-3.56001, 2.84174, -5.80681)  0.297
H (-1.94915, 1.83378, -4.21830)  0.480
H (-4.54754, 2.84647, -0.96088)  0.466
H (-6.14337, 3.86755, -2.55629)  0.333
H (-1.72618, -1.09414, -3.34404)  0.450
H (-2.92773, -0.77937, -2.01905)  0.362
Se (1.02295, -0.68165, 1.84704)  -0.138
Se (1.68700, 0.03979, 3.92144)  -0.264
Se (1.16800, 3.74477, 2.82510)  -0.323
Se (-0.75673, 2.94795, 2.17729)  0.038
O (-1.91279, -1.70578, 1.68456)  -0.635
B (-1.04697, -0.65112, 2.13539)  1.440
O (-1.64367, -0.05683, 3.29404)  -0.472
C (-2.85201, -0.67345, 3.44670)  0.630
C (-3.81723, -0.42250, 4.39218)  -0.946
C (-4.98293, -1.20166, 4.33891)  -0.451
C (-5.14226, -2.18635, 3.37063)  -0.512
C (-4.14115, -2.42881, 2.41813)  -0.873
C (-3.01298, -1.64974, 2.48657)  0.769
H (-3.67521, 0.34556, 5.14289)  0.449
H (-5.77008, -1.03279, 5.06457)  0.359
H (-6.05408, -2.77329, 3.34892)  0.370
H (-4.24163, -3.19531, 1.65940)  0.468

## Properties
2S+1: 5
Electronic energy (Ha): -11242.35547
Energy relative to the best compared isomer or geometry (same formula, charge and spin) (kJ/mol): 169.5
LUMO (spin up / spin down) (eV): 2.41 / 0.46
Gap between HOMO and LUMO (spin up / spin down) (eV): 6.92 / 5.37
Maximum force (eV/Å): 1.25
Net charge: -1


No. 5
# C14H19ClN3O

A 2-piece molecular cluster, C14H19ClN3O overall (ωB97M-V/def2-TZVPD, OMol25).

Each line ends with the Mulliken charge.
Atoms and positions in Å:
C (1.96857, 1.44087, 0.57563)  -0.691
N (1.31980, 0.30966, 1.25223)  0.135
C (0.55292, 0.61057, 2.47496)  -0.899
C (1.40286, -0.89555, 0.73199)  0.186
Cl (0.58425, -2.24329, 1.34078)  -0.057
H (1.84557, 2.33985, 1.18248)  0.360
H (3.03121, 1.21392, 0.44274)  0.253
H (1.51996, 1.61000, -0.41076)  0.311
H (0.67992, 1.67099, 2.69341)  0.328
H (-0.51328, 0.40206, 2.33871)  0.362
H (0.93445, 0.01788, 3.31041)  0.371
H (1.87545, -1.03659, -0.24991)  0.271
C (0.85257, -1.43199, -6.53780)  -0.826
O (1.39257, -0.45671, -5.63886)  -0.434
C (2.21408, -0.89202, -4.64283)  0.738
C (2.69087, 0.10497, -3.75572)  -0.725
C (3.47632, -0.24882, -2.67957)  0.010
C (3.92860, -1.56974, -2.55990)  0.134
N (4.73046, -1.92403, -1.47713)  0.440
C (4.62769, -1.36723, -0.21622)  -0.520
N (5.55594, -2.04523, 0.49769)  0.228
C (5.79074, -1.91071, 1.90386)  -0.989
C (6.25730, -2.97691, -0.30027)  -0.621
C (5.71657, -2.92365, -1.52669)  -0.418
C (3.52250, -2.55801, -3.46964)  -0.923
C (2.60383, -2.24376, -4.46620)  -0.432
H (0.24809, -0.86566, -7.24589)  0.230
H (1.66146, -1.95687, -7.06339)  0.351
H (0.22466, -2.14684, -5.98934)  0.340
H (2.39885, 1.13989, -3.94806)  0.438
H (3.77438, 0.48964, -1.92492)  0.483
H (5.04067, -1.26107, 2.36670)  0.308
H (5.74608, -2.90057, 2.37723)  0.357
H (6.78447, -1.49585, 2.12081)  0.328
H (7.03700, -3.62024, 0.05365)  0.464
H (5.93583, -3.50704, -2.40923)  0.404
H (3.88462, -3.58037, -3.32223)  0.305
H (2.21522, -3.04074, -5.10367)  0.398

## Properties
Electronic energy (Ha): -1244.26010
LUMO (eV): -4.23
Gap between HOMO and LUMO (eV): 6.33
Maximum force (eV/Å): 1.97
Net charge: +1


No. 6
# C3H2N4O

C3H2N4O as an isolated structure (ωB97M-V/def2-TZVPD, OMol25).

Each line ends with the Mulliken charge.
Atoms and positions in Å:
C (1.83900, -0.14015, -0.00124)  0.095
C (-1.37057, 0.85757, -0.09413)  0.030
C (-0.20697, -0.82414, -0.09275)  0.372
H (2.81460, -0.33189, 0.31752)  0.428
H (-1.82418, 1.78401, 0.41293)  0.310
N (1.19333, 0.98665, -0.14846)  -0.828
N (-0.12491, 0.58903, -0.21269)  0.634
N (-2.17593, -0.26304, 0.03289)  -0.333
N (-1.29106, -1.38958, -0.15851)  -0.410
O (1.14668, -1.26845, -0.05556)  -0.298

## Properties
Electronic energy (Ha): -409.66230
Energy relative to the best compared isomer or geometry (same formula, charge and spin) (kJ/mol): 173.0
LUMO (eV): 0.62
Gap between HOMO and LUMO (eV): 10.63
Maximum force (eV/Å): 7.89


No. 7
# C23H23NSV

C23H23NSV as an isolated structure (ωB97M-V/def2-TZVPD, OMol25).

Each line ends with the Mulliken charge.
Atoms and positions in Å:
V (0.16143, -0.23370, -0.08264)  0.094
C (0.16978, -2.38732, 0.27909)  0.476
C (-0.61912, -2.10897, -0.87061)  0.544
C (-1.83794, -1.45600, -0.44502)  0.731
C (-1.80684, -1.33228, 0.95456)  0.611
C (-0.53150, -1.84836, 1.40645)  0.726
C (-0.07984, -1.95188, 2.81390)  -1.795
C (-2.92506, -0.92656, 1.83799)  -1.451
C (-2.94208, -1.03106, -1.35410)  -1.772
C (-0.28733, -2.45225, -2.28762)  -1.661
C (1.36566, -3.28131, 0.38015)  -1.333
H (-0.22580, -2.99078, 3.13590)  0.424
H (-0.64393, -1.31021, 3.48615)  0.373
H (0.98577, -1.74764, 2.92219)  0.371
H (-3.40688, -1.84895, 2.18332)  0.360
H (-3.68872, -0.35005, 1.32309)  0.449
H (-2.59509, -0.39332, 2.72857)  0.516
H (-3.62737, -1.87502, -1.49073)  0.412
H (-2.58519, -0.76136, -2.34772)  0.411
H (-3.52712, -0.20800, -0.94951)  0.416
H (-1.05039, -3.13406, -2.67470)  0.439
H (0.67737, -2.94298, -2.38242)  0.387
H (-0.31282, -1.58329, -2.95443)  0.471
H (2.08216, -2.94339, 1.12736)  0.389
H (1.88194, -3.41528, -0.56581)  0.424
H (1.00632, -4.26536, 0.69620)  0.379
S (3.47152, 1.66993, 1.72252)  -0.140
C (4.21408, 0.48230, 0.67356)  0.860
C (5.56670, 0.24512, 0.49301)  -0.605
C (5.91979, -0.70007, -0.45536)  -0.631
C (4.95093, -1.36682, -1.21144)  -0.831
C (3.60217, -1.12232, -1.02169)  -0.447
C (3.24037, -0.20089, -0.05232)  -0.090
N (1.92976, 0.21190, 0.29086)  0.088
C (1.94664, 1.24596, 1.21277)  0.694
C (0.68181, 1.86770, 1.56012)  0.981
C (0.57636, 3.03519, 2.29573)  -1.014
C (-0.67575, 3.61343, 2.48489)  -0.770
C (-1.82305, 3.02980, 1.95018)  -0.880
C (-1.75149, 1.81862, 1.27431)  -0.046
C (-0.50203, 1.23981, 1.04689)  0.571
H (6.31998, 0.78115, 1.05589)  0.470
H (6.96756, -0.90901, -0.62489)  0.445
H (5.26287, -2.07619, -1.96650)  0.468
H (2.85875, -1.61621, -1.63565)  0.542
H (1.46263, 3.51487, 2.69555)  0.489
H (-0.75647, 4.53742, 3.04349)  0.462
H (-2.78252, 3.51663, 2.07200)  0.500
H (-2.65843, 1.38162, 0.88822)  0.493

## Properties
Electronic energy (Ha): -2286.06164
Energy relative to the best compared isomer or geometry (same formula, charge and spin) (kJ/mol): 45.5
LUMO (spin up / spin down) (eV): -12.71 / -12.65
Gap between HOMO and LUMO (spin up / spin down) (eV): 5.67 / 5.73
Maximum force (eV/Å): 1.84
Net charge: +3